Density functional theory data (ωB97M-V/def2-TZVPD) for 2 unconnected molecules or ions with the total composition C17H27FN4O6P.

```
56
Properties=species:S:1:pos:R:3:mulliken_charge:R:1
P 0.50 0.91 0.18 1.680
F -2.22 3.67 -1.35 -0.309
O -2.56 -2.24 -0.15 -0.565
O 3.21 0.71 2.66 -0.540
O -2.25 -1.25 -2.05 -0.545
O -0.60 1.97 1.06 -0.740
O 3.22 3.46 0.48 -0.624
O 1.51 -0.24 -0.81 -0.668
N -0.84 0.10 -0.73 -0.940
N 1.99 1.56 0.90 1.050
N -2.44 -2.24 -1.36 0.943
N 3.11 -1.66 0.48 -0.705
C -2.34 -3.60 -3.43 -0.291
C -2.81 -5.92 -1.96 -0.475
C 0.28 3.74 -0.77 -0.223
C -2.40 -4.83 -4.07 -0.513
C -1.04 -0.90 3.86 -1.237
C 0.09 -0.39 1.55 -1.200
C -2.52 -3.54 -2.05 0.069
C 2.43 1.57 2.23 0.372
C 0.09 -0.05 3.07 -0.176
C 0.44 2.24 -1.22 -1.213
C 2.96 2.29 0.13 0.654
C -2.75 -4.69 -1.31 -0.268
C 2.12 2.72 3.30 -1.252
C 2.44 -0.93 -0.15 0.666
C -2.63 -5.99 -3.33 -0.364
C 3.83 1.79 -1.07 -1.372
C -1.13 4.41 -0.84 -0.334
H 3.27 1.15 -1.82 0.261
H -2.99 -6.83 -1.39 0.359
H -0.07 1.01 3.39 -0.082
H -2.17 -2.70 -4.00 0.440
H -2.66 -6.95 -3.84 0.357
H 1.60 2.23 4.18 0.309
H 4.29 2.64 -1.64 0.316
H -1.42 4.75 0.21 0.159
H -0.85 -0.91 -0.53 0.064
H 0.94 4.34 -1.49 0.422
H 3.10 3.11 3.68 0.399
H 1.46 3.53 2.86 0.174
H -0.61 -1.24 4.84 0.388
H -2.26 -4.88 -5.14 0.359
H 4.67 1.11 -0.69 0.319
H -1.22 -1.82 3.22 0.275
H 0.73 3.99 0.24 0.027
H -0.11 2.53 1.68 0.333
H -0.48 2.10 -1.89 0.578
H -2.00 -0.33 3.95 0.276
H 1.27 2.06 -1.98 0.236
H 0.29 -1.46 1.28 0.336
H -1.07 5.38 -1.44 0.290
H -1.06 -0.40 1.47 0.480
H -2.89 -4.65 -0.23 0.445
H 1.06 -0.45 3.53 0.334
H -0.55 0.03 -1.72 0.267
```

The strongest force on any atom comes out at 0.092 hartree/bohr. Its total charge is -1. For the highest occupied orbital energy, the calculation gives -4.797 eV. As for the frontier orbital gap: 6.45 eV. The total energy comes out at -48314.040 eV.